Entry 1:
Computed, not measured: a structure of composition C37H57IN3O2SeTc, with ωB97M-V/def2-TZVPD.

Geometry as XYZ:
```
102
Properties=species:S:1:pos:R:3:forces:R:3
Tc -0.06070 -1.17342 -0.18088 0.12 -0.87 -0.08
C -0.23933 -1.52742 -2.36961 0.12 -0.07 0.25
C -1.13527 -0.41972 -2.70160 -0.41 0.27 0.06
C -2.41455 -0.96264 -2.94887 0.52 0.13 0.09
C -2.29400 -2.38276 -2.81835 0.53 -0.18 0.07
C -1.00385 -2.75413 -2.53164 -0.33 -0.11 0.20
C -0.44501 -4.15367 -2.56434 0.10 -0.24 0.11
C -1.56064 -5.17194 -2.82138 0.21 0.20 0.03
C 0.58664 -4.26025 -3.70162 -0.18 0.02 0.17
C 0.23192 -4.50508 -1.23390 -0.04 0.09 -0.25
C -3.77732 -0.37363 -3.29827 -0.30 0.20 -0.07
C -3.74549 0.61867 -4.46957 0.07 -0.11 0.15
C -4.75047 -1.48659 -3.72956 0.10 0.16 0.05
C -4.41072 0.31844 -2.07840 -0.01 -0.13 -0.11
C -0.57242 0.98116 -2.90517 0.01 0.21 0.14
C -0.53318 1.35231 -4.39578 -0.01 -0.01 0.24
C 0.89020 1.05247 -2.44212 -0.38 -0.23 -0.14
C -1.34408 2.03998 -2.10236 0.06 -0.23 -0.11
H 0.78055 -1.52461 -2.74544 0.13 0.11 0.15
H -3.09577 -3.07406 -2.96891 -0.17 -0.18 -0.06
H -2.04994 -4.97912 -3.77153 -0.12 0.01 -0.12
H -2.30271 -5.14084 -2.02679 -0.14 -0.04 0.08
H -1.14399 -6.17468 -2.86270 0.05 -0.12 0.04
H 0.12672 -4.00703 -4.65307 -0.02 0.06 -0.14
H 0.95682 -5.28033 -3.76422 0.07 -0.14 -0.02
H 1.44066 -3.60654 -3.53973 0.08 0.10 0.02
H -0.49346 -4.42124 -0.42442 -0.05 -0.03 0.13
H 1.07798 -3.84674 -1.02663 0.00 -0.02 0.01
H 0.59601 -5.53082 -1.26263 0.07 -0.09 0.03
H -3.17024 0.21392 -5.29782 0.08 0.04 -0.14
H -3.34142 1.58050 -4.17425 0.04 0.10 -0.06
H -4.76184 0.78829 -4.82045 -0.07 0.03 0.02
H -4.38487 -2.01522 -4.60672 0.04 -0.10 -0.10
H -5.70965 -1.04265 -3.98682 -0.06 0.07 0.01
H -4.92824 -2.20094 -2.93137 -0.06 -0.12 0.08
H -3.71935 0.97557 -1.56292 0.08 0.08 0.07
H -4.76453 -0.42946 -1.37351 -0.08 0.03 0.10
H -5.26486 0.90696 -2.40450 -0.15 0.07 -0.02
H -0.10270 0.53672 -4.96961 0.12 -0.07 -0.14
H 0.08217 2.23894 -4.52192 0.11 0.15 -0.12
H -1.51313 1.56709 -4.78988 -0.09 0.03 -0.12
H 1.54464 0.50089 -3.11094 0.15 -0.15 -0.01
H 1.01311 0.66113 -1.42066 0.12 0.15 0.06
H 1.20394 2.09253 -2.45144 0.06 0.03 0.10
H -2.32477 2.21775 -2.52539 -0.18 0.02 0.04
H -0.80869 2.98512 -2.11312 0.09 0.18 0.00
H -1.45983 1.71841 -1.06335 -0.01 0.08 0.02
O -2.82289 -3.97497 3.22280 -0.33 -0.03 0.14
C -1.67541 -3.96371 2.87192 0.52 -0.52 0.13
C -0.62708 -5.05146 3.11808 -0.12 -0.15 0.02
C 0.61051 -4.54533 2.38824 0.24 0.16 -0.15
C 0.13701 -3.21618 1.82591 -1.57 -1.33 1.47
O 0.85091 -2.45986 1.11425 0.74 1.25 -1.53
N -1.10621 -2.94624 2.13144 0.99 0.76 0.06
H -1.00112 -5.98856 2.70632 0.00 -0.03 0.06
H -0.47829 -5.19819 4.18540 -0.03 0.02 0.04
H 0.90780 -5.20547 1.57242 0.11 0.08 -0.03
H 1.48137 -4.39211 3.02605 0.01 -0.02 0.00
C 3.14945 4.72457 -0.72185 0.15 -0.08 0.19
C 3.67620 3.57602 0.12953 -0.23 -0.05 -0.17
C 2.94378 2.29181 -0.24978 0.28 0.06 0.29
C 3.33080 1.05452 0.56126 -0.18 0.11 -0.77
N 2.97470 1.20949 1.94824 -0.56 -0.10 0.62
C 1.72478 1.10958 2.44881 0.48 -0.07 -0.12
Se 0.15889 0.69505 1.51605 -0.86 0.14 -0.13
N 1.73824 1.49892 3.74368 0.17 -0.28 -0.78
C 0.60293 1.59768 4.62797 -0.69 0.20 0.51
C 0.18758 3.05114 4.87740 0.14 -0.01 -0.32
C -0.30448 3.76256 3.61699 -0.10 -0.07 0.11
C -1.71675 3.35833 3.21659 0.19 0.05 -0.01
C 3.02262 1.87740 4.08114 0.80 0.10 -0.43
C 3.57168 2.39089 5.25104 -0.08 -0.05 -0.01
C 4.91159 2.72434 5.22604 -0.07 0.04 0.06
C 5.69428 2.54000 4.08493 0.02 -0.03 -0.11
C 5.16334 2.01164 2.92520 -0.02 -0.05 -0.04
C 3.81248 1.69210 2.93366 -0.04 0.22 0.81
H 3.65949 5.65212 -0.48468 0.04 0.16 -0.02
H 2.08398 4.86799 -0.55592 -0.13 0.05 -0.01
H 3.30766 4.50573 -1.77373 -0.02 0.05 -0.21
H 3.52676 3.80715 1.18648 0.07 -0.02 0.05
H 4.74636 3.46237 -0.04533 0.13 -0.04 0.11
H 3.14758 2.07030 -1.29713 -0.08 -0.01 -0.07
H 1.87061 2.46916 -0.13435 0.01 -0.13 -0.12
H 4.40413 0.88126 0.50468 -0.01 -0.12 0.04
H 2.81019 0.17222 0.16967 0.20 0.08 0.12
H 0.87210 1.12077 5.57388 -0.04 -0.08 -0.11
H -0.22549 1.05030 4.17468 0.16 -0.10 0.10
H 1.03450 3.59969 5.28888 0.02 0.00 0.14
H -0.60452 3.04422 5.62648 0.01 0.01 0.11
H 0.37651 3.55624 2.78632 0.10 0.09 -0.01
H -0.27799 4.83944 3.78981 0.06 0.01 -0.05
H -1.80338 2.27831 3.11714 -0.07 -0.10 -0.05
H -1.96913 3.80936 2.26016 -0.16 -0.01 -0.08
H -2.43556 3.68963 3.95976 -0.15 0.06 0.09
H 2.98498 2.53763 6.14394 -0.09 0.00 0.06
H 5.36294 3.15493 6.10689 0.02 -0.02 0.08
H 6.73495 2.82729 4.10690 0.06 -0.03 0.01
H 5.77510 1.86200 2.04979 0.06 0.03 -0.09
I -2.68467 -1.79861 0.25139 -0.48 0.54 -0.81
C -3.32461 -0.45292 1.60056 0.00 0.02 -0.09
H -4.15095 -0.70500 2.23530 -0.10 -0.24 0.20
H -3.04459 0.57320 1.44282 0.14 0.11 -0.01
```
Forces are in eV/Å.

net charge	+1
2S+1	4
<S²>	3.884
LUMO level (spin up / spin down)	-4.394 / -3.706	eV
gap between HOMO and LUMO (spin up / spin down)	5.7 / 6.5	eV
HOMO (spin up / spin down)	-0.3707 / -0.3767	hartree
energy relative to the best compared isomer or geometry (same formula, charge and spin)	100.8	kcal per mole

Löwdin population analysis, charges in e, atoms 1 to 99: 0.94 -0.25 -0.17 -0.15 -0.10 -0.24 -0.55 -0.04 -0.03 -0.05 -0.51 -0.04 -0.06 -0.06 -0.53 -0.02 -0.08 -0.03 0.12 0.09 0.09 0.09 0.09 0.09 0.09 0.08 0.07 0.08 0.10 0.09 0.06 0.09 0.10 0.09 0.08 0.06 0.04 0.09 0.10 0.09 0.05 0.10 0.01 0.08 0.06 0.09 0.06 0.08 -0.51 -0.07 -0.07 -0.55 -0.21 -0.01 0.13 0.12 0.11 0.13 -0.10 -0.25 -0.21 -0.13 -0.01 -0.54 0.78 -0.01 -0.14 -0.17 -0.25 -0.11 -0.13 0.01 -0.06 -0.06 0.00 -0.14 0.07 0.08 0.08 0.11 0.11 0.11 0.08 0.13 0.10 0.14 0.09 0.10 0.12 0.09 0.11 0.02 0.08 0.08 0.12 0.11 0.11 0.11 1.39



Entry 2:
Computed, not measured: a structure of composition C37H58BCl3FIrN10SSi, with ωB97M-V/def2-TZVPD.

Geometry as XYZ:
```
113
Properties=species:S:1:pos:R:3:forces:R:3
Ir -0.49459 -0.76783 -1.19184 -0.06 0.78 -0.76
C 2.10721 -3.09973 2.46106 -0.09 0.04 -0.26
C 0.69461 -2.92323 1.89676 0.03 -0.04 0.09
C -0.26209 -3.89343 2.60366 0.16 0.10 -0.26
C 0.19641 -1.52263 2.05466 -0.19 0.32 -0.02
C 0.03261 -0.84173 3.25716 -0.03 0.18 -0.19
C -0.51209 0.38927 2.93006 0.27 -0.30 0.17
C -0.87729 1.48537 3.87976 -0.13 0.10 0.13
C -2.33969 1.32787 4.31436 0.15 0.17 -0.15
C 0.03731 1.49467 5.10516 -0.03 0.08 -0.24
N -0.67009 0.42047 1.59196 -0.15 0.10 0.64
N -0.22689 -0.73753 1.05556 -0.04 -0.36 -0.46
B -1.18789 1.60957 0.75636 0.24 -0.21 -0.52
N -2.42929 1.24987 -0.09164 -0.53 0.52 0.40
N -2.42339 0.33997 -1.08574 1.01 -1.06 -0.38
C -3.61529 0.35647 -1.70034 -0.04 0.36 0.16
C -4.41259 1.30137 -1.06234 0.30 -0.06 0.19
C -3.63659 1.85197 -0.05104 -0.18 -0.29 -0.23
C -4.03179 2.98427 0.83966 0.06 0.22 0.03
C -5.54029 3.00187 1.08706 0.27 -0.09 0.07
C -3.58569 4.29217 0.17206 0.01 -0.14 0.27
C -3.97179 -0.44273 -2.91604 0.10 -0.21 -0.05
C -4.05639 -1.93983 -2.62144 0.00 0.17 -0.05
C -5.29959 0.02197 -3.51354 0.29 -0.01 0.00
N -0.03339 2.09897 -0.13464 0.07 0.67 0.33
N 0.44331 1.36517 -1.15774 -0.20 -1.19 -0.56
C 1.43801 2.04757 -1.74304 -0.24 0.11 0.17
C 1.61151 3.24467 -1.05544 -0.24 -0.16 0.18
C 0.66731 3.24527 -0.03734 0.26 -0.03 -0.32
C 0.48641 4.31417 0.98666 0.02 0.17 0.07
C 1.71891 4.37547 1.89486 -0.28 -0.04 0.01
C 0.24491 5.66197 0.30236 -0.12 -0.16 0.14
C 2.20101 1.57367 -2.93934 0.18 -0.16 -0.01
C 2.77551 2.73677 -3.74714 -0.24 -0.17 0.00
C 3.34131 0.65217 -2.50964 -0.22 0.10 -0.12
H 2.40361 -4.14533 2.40036 0.06 -0.12 0.03
H 2.14391 -2.79983 3.50486 0.00 0.02 0.13
H 2.82511 -2.50003 1.90486 0.05 0.00 0.08
H 0.71191 -3.13543 0.82476 0.01 0.04 0.05
H -0.23379 -3.74473 3.67966 0.01 0.02 0.11
H 0.02981 -4.92103 2.39676 0.02 -0.20 0.04
H -1.28689 -3.74473 2.27376 -0.19 0.00 0.09
H 0.28781 -1.19283 4.23386 0.08 -0.07 0.28
H -0.75889 2.44627 3.37666 -0.04 -0.05 -0.06
H -2.45279 0.44667 4.94006 -0.02 -0.15 0.06
H -2.99699 1.22047 3.45536 -0.12 0.01 -0.11
H -2.65499 2.19567 4.88656 -0.08 0.10 0.10
H -0.15039 0.63637 5.74266 0.00 -0.16 0.11
H -0.14929 2.39147 5.68896 -0.04 0.07 0.11
H 1.08481 1.49217 4.81626 0.14 0.00 -0.01
H -1.51189 2.47257 1.47726 -0.08 0.19 0.27
H -5.41759 1.56827 -1.30434 -0.26 0.07 -0.08
H -3.52859 2.88697 1.80406 0.03 -0.02 -0.07
H -6.07489 3.27497 0.18146 -0.12 -0.01 -0.10
H -5.77679 3.73777 1.85086 -0.05 0.09 0.04
H -5.88839 2.02977 1.42766 -0.11 -0.07 0.03
H -4.13059 4.43877 -0.75704 -0.04 0.02 -0.13
H -2.52289 4.26577 -0.05224 0.15 0.06 -0.04
H -3.78739 5.13537 0.82646 -0.01 0.16 0.06
H -3.18089 -0.28613 -3.65884 -0.03 0.00 0.06
H -4.76219 -2.13723 -1.81894 -0.19 -0.01 0.12
H -3.08599 -2.32903 -2.33114 0.12 -0.12 -0.10
H -4.38769 -2.45933 -3.51644 0.02 -0.19 -0.05
H -6.11659 -0.16123 -2.81944 -0.13 0.02 0.07
H -5.49969 -0.53853 -4.42324 -0.04 -0.01 -0.08
H -5.27119 1.07907 -3.76164 -0.06 0.12 -0.03
H 2.32211 4.01337 -1.27274 0.16 0.22 -0.05
H -0.37899 4.08197 1.60596 -0.04 -0.01 -0.02
H 2.60301 4.65857 1.33196 0.14 0.03 -0.11
H 1.90211 3.40787 2.35556 0.07 -0.13 0.10
H 1.56461 5.10907 2.68126 0.02 0.11 0.12
H 1.13591 5.99347 -0.22294 0.12 0.06 -0.08
H -0.01849 6.41067 1.04406 0.02 0.16 0.07
H -0.56769 5.59327 -0.41684 -0.07 0.03 -0.08
H 1.51411 0.99827 -3.56704 0.01 0.08 -0.03
H 3.54741 3.24967 -3.17864 0.08 0.12 0.07
H 2.00771 3.44957 -4.03044 -0.09 0.16 -0.02
H 3.23651 2.36007 -4.65674 0.05 -0.05 -0.07
H 3.99311 1.13977 -1.78784 0.04 0.09 0.07
H 3.93681 0.37307 -3.37314 0.10 -0.13 -0.15
H 2.93591 -0.24223 -2.05674 0.05 -0.17 0.05
C 1.13711 -6.85213 -1.63224 0.05 -0.11 -0.04
C 0.00781 -6.14793 -1.00154 0.49 0.91 -0.29
N -1.02329 -6.68543 -0.43994 -0.97 -0.66 0.50
N -1.82419 -5.67033 -0.07084 0.98 0.34 -0.66
C -1.31359 -4.47143 -0.41434 0.23 -0.65 0.06
S -2.05269 -2.99863 -0.16294 -0.17 0.70 -0.09
N -0.10769 -4.77113 -0.98974 -0.44 -0.72 0.20
N 0.82361 -3.84773 -1.42304 0.24 0.01 -0.01
H 0.98901 -7.92333 -1.54474 -0.03 -0.04 0.02
H 2.08381 -6.58833 -1.16324 0.05 0.04 0.00
H 1.18001 -6.58303 -2.68874 0.08 -0.01 -0.01
H -2.70819 -5.84523 0.38316 -0.06 0.03 0.00
H 0.95351 -3.89993 -2.43114 -0.16 -0.08 -0.04
H 1.72071 -4.00313 -0.96794 -0.16 -0.04 0.10
Cl -0.56389 -0.30233 -4.95654 -0.04 -0.02 0.16
Si -0.06559 -1.61883 -3.42704 -0.14 0.58 0.24
Cl -1.02629 -3.38353 -4.06064 -0.15 -0.19 0.21
Cl 1.91031 -2.15163 -3.92564 0.03 0.01 0.17
F 8.35151 -1.13963 -0.84784 -0.04 -0.05 0.08
C 7.06771 -1.04163 -0.47294 -0.33 0.03 0.04
C 6.11431 -1.83183 -1.11014 0.38 0.06 0.02
C 4.79751 -1.70983 -0.75404 -0.17 0.30 0.37
C 4.37381 -0.76143 0.22246 0.82 -0.15 -0.17
C 3.03621 -0.56563 0.50346 -0.44 0.11 0.09
C 5.39161 0.01277 0.85236 -0.33 -0.24 -0.11
C 6.71501 -0.14073 0.52756 0.31 -0.10 -0.23
H 6.42291 -2.51493 -1.88424 0.09 -0.11 -0.08
H 4.05281 -2.31893 -1.24324 -0.13 -0.06 -0.14
H 2.71781 0.17727 1.21406 -0.11 0.14 0.16
H 2.26141 -1.09793 -0.03094 -0.01 -0.07 -0.04
H 5.10661 0.74837 1.58786 -0.06 0.07 0.15
H 7.48711 0.43387 1.01676 0.05 0.08 -0.01
```
Forces are in eV/Å.

net charge	+1
2S+1	6
<S²>	8.815
LUMO level (spin up / spin down)	-2.678 / -6.818	eV
gap between HOMO and LUMO (spin up / spin down)	6.5 / 4.1	eV
HOMO (spin up / spin down)	-0.3365 / -0.4012	hartree
energy relative to the best compared isomer or geometry (same formula, charge and spin)	5.9	kcal per mole

Löwdin population analysis, charges in e, atoms 1 to 99: 0.99 -0.04 -0.38 -0.07 -0.29 0.05 -0.18 -0.36 -0.04 -0.06 0.05 -0.04 -0.51 0.05 -0.04 -0.23 0.05 -0.18 -0.36 -0.06 -0.03 -0.36 -0.10 -0.06 0.04 0.00 -0.24 0.05 -0.19 -0.36 -0.04 -0.05 -0.36 -0.06 -0.09 0.08 0.09 0.05 0.07 0.09 0.08 0.04 0.12 0.12 0.09 0.07 0.09 0.08 0.09 0.08 0.10 0.11 0.12 0.08 0.08 0.09 0.09 0.06 0.09 0.10 0.09 -0.05 0.09 0.09 0.08 0.09 0.12 0.11 0.08 0.07 0.08 0.08 0.08 0.08 0.07 0.08 0.09 0.08 0.09 0.08 0.01 0.03 -0.29 0.17 0.08 -0.68 0.92 -0.06 0.06 0.10 0.10 0.10 0.18 -0.02 0.12 0.23 -0.75 0.21 0.24